1.
Formula: C14H17F3NO4S2
Source: the Open Molecules 2025 dataset
Level of theory: ωB97M-V/def2-TZVPD

XYZ file:
```
41
Properties=species:S:1:pos:R:3:forces:R:3
C 2.7403 -0.6209 1.0802 0.028 -0.582 0.569
C 2.8228 0.8363 0.8615 0.684 2.499 0.813
C 4.1819 1.4203 0.8054 -1.532 -1.383 -0.463
C 4.4158 2.9149 0.8963 -0.027 0.219 0.004
O 5.1731 0.6703 0.7393 0.270 0.239 0.050
C 1.7297 1.6966 1.3341 1.198 -0.722 -1.450
C 0.8612 1.1773 2.4697 -0.306 -0.142 0.249
O 1.4681 2.7933 0.8143 -0.400 0.214 0.770
H 1.8133 -1.0431 0.6665 0.197 -0.091 0.205
H 3.5906 -1.1122 0.6003 -0.088 0.014 0.109
H 2.7700 -0.8501 2.1657 0.085 -0.388 -0.352
H 3.5226 3.4804 0.6223 0.259 -0.043 0.142
H 4.7227 3.1612 1.9274 -0.124 -0.056 -0.281
H 5.2546 3.1720 0.2387 -0.140 -0.074 0.103
H 1.2533 0.2496 2.9073 -0.192 0.293 -0.091
H 0.7841 1.9406 3.2530 0.103 -0.027 -0.193
H -0.1580 0.9985 2.1096 0.046 0.012 0.143
C -0.7614 -0.4133 -0.0378 0.071 0.264 0.820
N -0.4906 -0.9378 -1.3694 0.862 -0.409 -0.731
S 1.1464 -0.6593 -1.9092 -1.059 -0.295 -0.229
C 0.7625 0.8845 -2.7914 -0.168 0.153 -0.109
F 1.7862 1.1648 -3.6383 -0.666 -0.029 0.615
F -0.3763 0.7683 -3.5284 0.760 0.387 0.410
F 0.6065 1.9165 -1.9307 0.007 -0.651 -0.997
S -1.2349 -2.4025 -1.8226 0.386 0.957 -0.003
C -2.7859 -1.9670 -1.0879 -0.742 -0.520 0.165
C -3.2734 -2.6507 0.0337 0.162 0.702 -0.352
C -4.2795 -2.0336 0.7862 -0.170 -0.199 -0.037
C -4.8247 -0.8096 0.3856 0.114 0.049 -0.063
C -4.3946 -0.2038 -0.8044 -0.039 -0.341 -0.152
C -3.3942 -0.8020 -1.5695 -0.198 -0.114 0.204
O -1.3892 -2.3769 -3.2535 0.366 -0.377 0.493
O -0.6234 -3.5205 -1.1387 -0.597 0.487 -0.485
H -0.2092 0.5380 0.0241 -0.196 -0.473 0.149
H -1.8364 -0.1908 0.0629 0.670 -0.044 0.195
H -0.4255 -1.1108 0.7573 -0.211 0.491 -0.280
H -2.8402 -3.6156 0.2974 0.010 0.389 0.140
H -4.6343 -2.5169 1.7016 0.078 0.181 -0.368
H -5.6000 -0.3234 0.9950 0.443 -0.276 -0.290
H -4.8255 0.7368 -1.1473 0.026 -0.260 0.161
H -3.0484 -0.3590 -2.5064 0.028 -0.055 0.416
```
Positions in Å, forces in eV/Å.

Summary:
* E_LUMO: 0.0771 Eh
* charge: -1
* HOMO: -3.0 eV
* relative energy (zero: lowest compared OMol25 entry of this formula, charge and spin): 0.000 eV



2.
Formula: C14H17FN6O4S
Source: the Open Molecules 2025 dataset
Level of theory: ωB97M-V/def2-TZVPD

XYZ file:
```
43
Properties=species:S:1:pos:R:3:forces:R:3
C 0.6889 -4.0922 4.4533 -0.342 0.116 1.146
O 0.9474 -3.5395 3.1555 0.830 0.607 0.388
C 1.8288 -2.5034 3.1621 0.420 0.985 0.115
O 2.3800 -1.9888 4.1152 -0.968 -1.244 -0.387
C 2.1135 -1.9002 1.7871 -1.322 -2.274 -1.163
N 1.4963 -2.6900 0.6478 0.732 0.727 1.291
C 0.2013 -2.4739 0.2937 2.415 0.418 1.353
N -0.3020 -3.5149 -0.2924 -3.636 -2.601 -2.373
C -1.5718 -3.3508 -0.7052 1.989 0.073 0.735
F -2.1436 -4.4270 -1.2969 0.455 1.887 0.710
N -2.2264 -2.2090 -0.5496 -2.404 -3.600 -1.819
C -1.6127 -1.3343 0.1620 0.766 2.186 -0.072
N -2.1204 -0.1490 0.4101 -2.455 1.883 0.131
C -3.1914 0.4406 -0.3712 0.011 0.493 -0.454
C -2.7614 0.6778 -1.8474 0.654 -0.122 0.156
C -1.5455 1.5874 -1.8984 1.290 -0.064 -0.301
C -1.6086 2.9837 -1.9465 0.414 0.311 -0.176
C -0.4786 3.8105 -2.0527 0.468 -0.359 -0.258
C 0.8147 3.2418 -2.0731 -0.870 0.101 0.098
S 2.3488 4.2308 -2.0926 2.691 1.465 1.180
N 2.5559 4.5235 -0.4317 -1.159 -0.120 -0.574
O 3.5361 3.4377 -2.4051 -1.926 -0.270 -0.708
O 2.3020 5.5806 -2.6716 -1.195 -2.243 0.407
C 0.9058 1.8556 -1.9605 -0.350 -0.125 -0.164
C -0.2460 1.0430 -1.9263 0.036 -0.299 -0.130
N -0.3787 -1.3505 0.5758 1.774 -0.579 0.938
H 0.0207 -4.9643 4.3613 0.217 0.590 -0.349
H 0.2145 -3.3147 5.1090 0.440 -0.733 -0.589
H 1.6155 -4.4428 4.9355 -0.239 0.319 -0.268
H 1.7433 -0.8866 1.7948 -0.154 0.166 -0.193
H 3.1782 -1.8992 1.6486 0.466 0.094 0.011
H 1.5425 -3.7107 0.6612 0.995 0.452 0.284
H -1.4023 0.4428 0.7763 -0.055 0.540 0.138
H -4.0877 -0.1796 -0.3433 0.134 -0.067 0.068
H -3.4434 1.4253 0.0618 0.103 -0.506 -0.010
H -3.5785 1.1574 -2.3779 -0.195 -0.078 -0.122
H -2.5066 -0.2897 -2.3495 -0.359 0.756 0.462
H -2.5718 3.4602 -1.9828 -0.306 0.169 0.072
H -0.6047 4.8808 -2.1853 0.024 -0.115 0.142
H 3.0600 3.7470 -0.0294 0.060 -0.217 0.029
H 3.1441 5.3374 -0.4096 0.214 0.518 0.142
H 1.8836 1.4134 -1.9186 0.256 -0.271 -0.170
H -0.1396 -0.0657 -1.9933 0.082 1.033 0.284
```
Positions in Å, forces in eV/Å.

Summary:
* E_LUMO: 0.0072 Eh
* charge: 0
* HOMO: -9.7 eV
* relative energy (zero: lowest compared OMol25 entry of this formula, charge and spin): 0.000 eV



3.
Formula: C14H17I2N2OPd
Source: the Open Molecules 2025 dataset
Level of theory: ωB97M-V/def2-TZVPD

XYZ file:
```
37
Properties=species:S:1:pos:R:3:forces:R:3
Pd 0.3900 -1.1968 0.2633 0.062 -0.286 -0.190
O 2.9610 -1.2902 0.8048 0.184 -0.191 -0.155
C 3.1550 -0.0771 1.5168 0.084 0.491 0.277
C 3.3934 1.1138 0.5780 -0.186 -0.468 0.043
C 2.3059 1.2346 -0.5061 0.057 -0.108 0.077
C 1.0476 1.8244 0.0523 0.147 0.140 -0.171
C 0.8107 3.1950 0.0742 -0.216 -0.083 0.053
C -0.3697 3.6675 0.6223 0.086 -0.088 0.016
C -1.2688 2.7664 1.1750 0.071 -0.103 -0.098
C -0.9587 1.4207 1.1298 -0.368 0.385 0.304
N 0.1609 0.9698 0.5662 0.007 -0.639 -0.038
H 3.7921 -1.5312 0.3729 -0.153 -0.001 0.061
H 4.0037 -0.1793 2.2051 -0.186 0.068 -0.038
H 2.2436 0.0689 2.1157 0.282 -0.070 -0.150
H 4.3618 0.9845 0.0917 0.056 0.065 -0.006
H 3.4347 2.0237 1.1789 0.098 0.059 -0.038
H 2.0800 0.2293 -0.9055 0.157 0.405 -0.001
H 2.6712 1.8504 -1.3256 -0.012 0.030 -0.046
H 1.5291 3.8760 -0.3543 0.104 0.016 -0.046
H -0.5877 4.7243 0.6230 0.007 0.107 0.011
H -2.1980 3.0939 1.6138 -0.037 0.016 0.081
H -1.6251 0.6812 1.5615 0.103 0.013 -0.091
I -0.5492 -3.8826 -1.9132 -0.408 0.690 0.378
C -2.1383 -2.4304 -1.3899 0.601 0.390 -0.097
C -3.4369 -2.8636 -1.2488 0.154 -0.194 0.044
C -4.3749 -1.8874 -0.9375 0.228 0.118 -0.112
C -3.9717 -0.5630 -0.8587 0.019 -0.091 -0.030
C -2.6346 -0.2513 -1.0564 -0.158 -0.071 -0.064
N -1.7166 -1.1935 -1.2837 -0.093 -0.641 -0.388
H -3.7008 -3.9031 -1.3494 -0.076 -0.116 0.006
H -5.4075 -2.1557 -0.7862 -0.124 -0.067 0.024
H -4.6950 0.2111 -0.6594 -0.008 0.132 0.013
H -2.2833 0.7743 -1.0624 -0.016 -0.080 0.109
I -0.7892 -2.3650 2.2460 -0.043 -0.041 0.112
C 1.0643 -2.8350 -1.0064 0.172 0.224 0.367
H 1.7526 -2.5494 -1.8050 -0.321 -0.015 -0.059
H 1.5495 -3.5562 -0.3417 -0.275 0.005 -0.156
```
Positions in Å, forces in eV/Å.

Summary:
* 2S+1: 3
* <S²>: 2.01
* E_LUMO (spin up / spin down): -0.1197 / -0.1963 Eh
* charge: +1
* HOMO (spin up / spin down): -11.0 / -11.3 eV



4.
Formula: C14H17IIrN2O2
Source: the Open Molecules 2025 dataset
Level of theory: ωB97M-V/def2-TZVPD

XYZ file:
```
37
Properties=species:S:1:pos:R:3:forces:R:3
C 2.6862 2.7221 1.0949 0.690 0.211 -0.222
C 2.6700 1.3449 0.4135 3.576 0.962 -1.049
H 2.1563 3.4686 0.4598 0.639 -0.290 0.538
H 3.7378 3.0572 1.1089 -0.499 0.037 0.528
H 2.2562 2.6136 2.0901 0.130 0.518 0.012
H 2.1159 1.2557 -0.6662 1.232 0.304 0.080
H 3.6417 1.3571 -0.1384 -0.418 -0.338 0.124
H 2.8159 0.4742 1.0781 -0.529 0.330 -0.198
C -2.4874 1.4471 -0.4214 0.289 0.534 -0.945
C -3.6903 1.2323 -1.0786 0.057 -0.353 0.304
C -3.7903 0.1632 -1.9798 0.751 0.427 0.292
C -2.6334 -0.5552 -2.2685 0.481 -0.334 0.229
H -2.3842 2.2913 0.2810 -0.303 -0.634 -0.256
H -4.5288 1.8932 -0.8741 0.073 -0.297 0.079
H -4.7410 -0.0879 -2.4239 0.011 0.052 -0.239
H -2.6221 -1.3672 -2.9999 -0.247 0.300 0.320
N -1.3597 0.7671 -0.7161 -1.726 -0.537 -1.275
C -1.4353 -0.2711 -1.5902 -1.235 0.824 0.041
C -0.2565 -1.1203 -1.6174 1.820 -1.418 0.400
N 0.7915 -0.6832 -0.8535 -0.398 -1.710 -2.168
C 1.8505 -1.4608 -0.5841 -0.433 0.169 -0.868
C 0.8874 -3.2373 -1.8648 0.323 -0.132 -0.264
C 1.9448 -2.7310 -1.1084 0.125 -0.059 0.285
H 2.6223 -1.0035 0.0272 -0.043 -0.488 -0.270
H 2.8615 -3.2715 -0.9057 -0.270 -0.316 -0.042
C -0.1951 -2.4170 -2.1613 -0.777 0.807 0.157
H -1.0452 -2.7433 -2.7737 0.578 -0.165 0.350
H 0.9327 -4.2699 -2.2299 -0.071 0.515 0.040
Ir 0.5799 1.1429 0.1196 -2.454 0.123 1.010
I -0.2537 3.5094 0.5137 -0.517 2.033 0.035
C -0.4882 -0.5588 3.8499 -0.288 -0.101 1.005
O 0.2977 0.2266 2.9250 -0.211 -0.078 -2.134
C -0.0536 -0.0442 1.6277 -2.370 -2.890 4.680
O -0.8493 -0.9568 1.3957 1.631 1.898 -0.372
H -1.5316 -0.2039 3.8162 0.414 -0.258 -0.030
H -0.0645 -0.3533 4.8348 -0.066 -0.060 -0.218
H -0.4384 -1.6302 3.6198 0.036 0.413 0.040
```
Positions in Å, forces in eV/Å.

Summary:
* 2S+1: 6
* <S²>: 8.76
* E_LUMO (spin up / spin down): -0.2662 / -0.3909 Eh
* charge: +2
* HOMO (spin up / spin down): -14.2 / -16.0 eV
* relative energy (zero: lowest compared OMol25 entry of this formula, charge and spin): 2.164 eV



Question: Which value of charge does entry 2 give?
Answer: 0



Please write out number 1 again, unchanged.
Formula: C14H17F3NO4S2
Source: the Open Molecules 2025 dataset
Level of theory: ωB97M-V/def2-TZVPD

XYZ file:
```
41
Properties=species:S:1:pos:R:3:forces:R:3
C 2.7403 -0.6209 1.0802 0.028 -0.582 0.569
C 2.8228 0.8363 0.8615 0.684 2.499 0.813
C 4.1819 1.4203 0.8054 -1.532 -1.383 -0.463
C 4.4158 2.9149 0.8963 -0.027 0.219 0.004
O 5.1731 0.6703 0.7393 0.270 0.239 0.050
C 1.7297 1.6966 1.3341 1.198 -0.722 -1.450
C 0.8612 1.1773 2.4697 -0.306 -0.142 0.249
O 1.4681 2.7933 0.8143 -0.400 0.214 0.770
H 1.8133 -1.0431 0.6665 0.197 -0.091 0.205
H 3.5906 -1.1122 0.6003 -0.088 0.014 0.109
H 2.7700 -0.8501 2.1657 0.085 -0.388 -0.352
H 3.5226 3.4804 0.6223 0.259 -0.043 0.142
H 4.7227 3.1612 1.9274 -0.124 -0.056 -0.281
H 5.2546 3.1720 0.2387 -0.140 -0.074 0.103
H 1.2533 0.2496 2.9073 -0.192 0.293 -0.091
H 0.7841 1.9406 3.2530 0.103 -0.027 -0.193
H -0.1580 0.9985 2.1096 0.046 0.012 0.143
C -0.7614 -0.4133 -0.0378 0.071 0.264 0.820
N -0.4906 -0.9378 -1.3694 0.862 -0.409 -0.731
S 1.1464 -0.6593 -1.9092 -1.059 -0.295 -0.229
C 0.7625 0.8845 -2.7914 -0.168 0.153 -0.109
F 1.7862 1.1648 -3.6383 -0.666 -0.029 0.615
F -0.3763 0.7683 -3.5284 0.760 0.387 0.410
F 0.6065 1.9165 -1.9307 0.007 -0.651 -0.997
S -1.2349 -2.4025 -1.8226 0.386 0.957 -0.003
C -2.7859 -1.9670 -1.0879 -0.742 -0.520 0.165
C -3.2734 -2.6507 0.0337 0.162 0.702 -0.352
C -4.2795 -2.0336 0.7862 -0.170 -0.199 -0.037
C -4.8247 -0.8096 0.3856 0.114 0.049 -0.063
C -4.3946 -0.2038 -0.8044 -0.039 -0.341 -0.152
C -3.3942 -0.8020 -1.5695 -0.198 -0.114 0.204
O -1.3892 -2.3769 -3.2535 0.366 -0.377 0.493
O -0.6234 -3.5205 -1.1387 -0.597 0.487 -0.485
H -0.2092 0.5380 0.0241 -0.196 -0.473 0.149
H -1.8364 -0.1908 0.0629 0.670 -0.044 0.195
H -0.4255 -1.1108 0.7573 -0.211 0.491 -0.280
H -2.8402 -3.6156 0.2974 0.010 0.389 0.140
H -4.6343 -2.5169 1.7016 0.078 0.181 -0.368
H -5.6000 -0.3234 0.9950 0.443 -0.276 -0.290
H -4.8255 0.7368 -1.1473 0.026 -0.260 0.161
H -3.0484 -0.3590 -2.5064 0.028 -0.055 0.416
```
Positions in Å, forces in eV/Å.

Summary:
* E_LUMO: 0.0771 Eh
* charge: -1
* HOMO: -3.0 eV
* relative energy (zero: lowest compared OMol25 entry of this formula, charge and spin): 0.000 eV



Question: Look up the charge of the third one.
Answer: +1